(1)
ORCA calculation (ωB97M-V/def2-TZVPD) on 8 unconnected molecules or ions with the total composition C53H70F9N5O25PS.

The geometry in ORCA input format:
```
! RIJCOSX wB97M-V def2-TZVPD def2/J DEFGRID3
* xyz 1 1
S -2.67847 0.51362 -3.10016
P 1.51451 0.76132 2.13918
F -0.55211 3.60747 0.49137
F -2.39936 4.33833 1.29314
F -0.80745 6.84794 3.80652
F -2.44317 2.59795 3.16606
F -0.33035 4.99140 4.72266
F -0.60801 6.08932 1.50122
F -2.29467 5.32801 3.84841
F 0.86877 4.83077 2.40199
F -0.33310 2.54015 3.36734
O 3.94190 8.66397 -0.39192
O 3.17098 9.68698 1.44439
O 2.30664 -10.99310 4.55325
O 1.84697 2.36042 1.93819
O 6.36495 4.74722 -1.79664
O -4.73945 0.25012 -5.15594
O -4.54032 1.78866 2.08147
O 11.06566 7.45297 -0.95100
O -3.26167 -9.88133 0.91269
O -4.01436 -10.52044 2.90915
O -0.51024 -5.63200 -0.56867
O -4.57780 -8.49516 2.10480
O 4.72314 10.70649 0.16053
O -2.13238 -5.04351 0.88168
O -3.23656 1.31492 -6.44341
O 8.56034 4.37390 -1.64451
O -4.46941 -0.32345 -7.31912
O 12.35291 7.29549 -2.79274
O 11.80413 5.44950 -1.66496
O -4.04346 2.56991 0.06037
O 7.19327 2.71950 -2.33314
O -2.98199 3.24172 -3.03290
O 0.12159 -10.54591 4.41475
O 0.85958 -12.64365 4.03624
O -0.94385 -6.89494 1.24342
N 0.01640 -1.21686 -2.83626
N -0.94127 2.50712 -3.46031
N -0.30827 -0.60733 0.52569
N 1.27721 0.52751 3.80992
N -0.93047 3.88523 -3.46907
C -1.31214 2.52370 2.44765
C -0.41782 -3.57539 -2.83989
C -10.32998 0.84940 0.28579
C -2.72029 -12.54770 3.32146
C 7.35834 3.83683 -1.96209
C 1.07777 -11.51146 4.30849
C -8.00297 0.33754 1.23623
C -9.33618 1.11417 1.43753
C 0.73741 -9.38697 4.99491
C -1.21048 3.86823 1.64583
C -2.11413 4.29658 -3.21439
C -3.81275 0.32949 -8.41728
C -1.00299 5.51942 3.72017
C 4.01566 9.78361 0.38325
C 6.92294 5.87866 -1.09990
C 0.08579 -8.12368 4.48883
C -2.59483 -0.11253 -0.02419
C 11.68254 6.79669 -1.72744
C -2.17980 2.27528 -8.41705
C -1.44748 -2.15603 -0.99525
C -6.76644 1.25973 1.07901
C 0.87852 -1.47824 0.38910
C 1.92746 7.89189 2.52276
C 12.38148 5.01642 -2.90376
C -1.43307 -0.91244 -0.14408
C 13.16498 6.23518 -3.32927
C 8.37235 5.79279 -1.50277
C -4.20291 0.39807 -6.20799
C 6.23113 7.16093 -1.49627
C -2.65993 1.02059 -7.73035
C -1.31389 1.29765 1.55306
C -0.21061 0.47445 1.34394
C -2.17743 2.19426 -3.18848
C -1.68971 -6.64811 2.44497
C -1.13612 -5.83895 0.42487
C -3.43429 -11.69531 2.30220
C 3.19542 7.69073 0.34555
C -4.11837 0.44820 -2.03063
C 1.01974 -2.96282 2.60461
C -2.53461 -11.07305 1.26384
C 1.04798 -2.32457 1.58885
C -2.79815 -5.75789 1.95073
C -3.89882 -0.38597 -0.73167
C -2.50975 0.98319 0.85335
C -5.65066 0.86774 2.04777
C 2.32331 8.54917 1.22424
C -0.44690 5.04004 2.33049
C -0.57176 -2.17903 -2.25788
C -4.00576 -9.53645 1.98704
C -3.34677 -4.80910 2.98738
C -3.77952 1.83106 0.95872
C 13.33813 6.37834 -4.82152
C 2.17534 -9.56712 4.57103
H 2.80702 7.70507 3.14141
H -8.07018 -0.25966 0.32346
H 6.19418 7.26231 -2.58208
H 2.62188 7.05749 -0.32932
H 1.43559 8.89242 0.68497
H 0.63935 -7.24088 4.81247
H -2.39089 -11.70558 0.39158
H 0.51020 -3.67349 -3.39493
H -1.55991 -10.78206 1.66347
H 1.77492 -0.91551 0.14471
H -1.32813 2.69878 -7.88479
H 13.83100 5.50091 -5.24020
H 12.37293 6.51390 -5.31104
H -6.06231 0.80875 3.05751
H -4.16607 -4.22218 2.57163
H 14.13728 6.27290 -2.83029
H -4.04398 -1.43248 -0.99697
H 0.03512 -8.13816 3.40353
H -2.44677 -2.50087 -1.24958
H 2.37475 -9.18752 3.56532
H -5.25022 -0.13810 1.85088
H -6.40116 1.19446 0.04859
H -1.82470 0.33279 -7.57310
H 1.41182 6.95920 2.35085
H -4.51633 1.02712 -8.87733
H -3.43598 -12.98929 4.01514
H -9.79524 0.75086 2.35935
H -1.87723 2.06378 -9.44243
H -0.44441 -4.28149 -1.99396
H 1.27371 8.55078 3.09386
H -4.50745 1.44547 -1.83006
H -2.02906 -11.94858 3.91238
H -6.99364 2.31308 1.26400
H 13.00753 4.14078 -2.74991
H 6.80267 5.70416 -0.02596
H 0.76286 -2.17641 -0.43961
H -1.03569 -2.95511 -0.36103
H -2.57958 -4.10175 3.31181
H 1.98155 2.53790 0.99827
H 1.95823 -0.14358 4.13687
H -10.32291 -0.21729 0.04620
H 2.88220 -9.12412 5.26892
H -7.85490 -0.33917 2.08451
H -9.13099 2.18458 1.49783
H -2.96231 3.03524 -8.42483
H -1.03045 -6.15744 3.16321
H -3.49082 -0.39732 -9.15899
H 6.74013 8.02793 -1.07551
H -1.29539 -3.82241 -3.44753
H -4.89838 -0.06869 -2.59820
H -2.05879 -7.57656 2.86652
H -10.03211 1.39293 -0.61513
H 5.20594 7.15966 -1.14532
H 3.89583 7.07115 0.91392
H 13.93960 7.25708 -5.05318
H -3.71852 -5.35633 3.85290
H 11.57338 4.76456 -3.59501
H -11.34478 1.14390 0.55717
H 0.88145 -3.68093 3.38080
H -4.24310 -12.26270 1.83411
H -4.76413 -0.14537 -0.11246
H 8.57940 6.26873 -2.46485
H -0.93600 -8.05038 4.86211
H 0.63626 -9.45871 6.08142
H -2.16662 -13.35115 2.83681
H -0.20469 -0.34143 -2.35031
H 9.04452 6.19948 -0.75277
H -3.60584 -6.34494 1.51075
H -2.51449 5.28952 -3.11141
H 1.34315 1.41260 4.30373
*
```

Calculated values
Frontier orbital gap = 6.831 eV

These are the Löwdin partial charges, in e, on atoms 1 to 5: 1.07 0.93 0.15 0.19 0.17

(2)
ORCA calculation (ωB97M-V/def2-TZVPD) on a gas-phase ion, C53H72N17O8 (charge +1).

The geometry in ORCA input format:
```
! RIJCOSX wB97M-V def2-TZVPD def2/J DEFGRID3
* xyz 1 1
O -0.31809 4.74270 2.01033
O 4.18099 2.79427 2.17718
O 1.78232 -4.66665 2.39742
O 2.34106 3.86427 2.82041
O -0.18429 2.34443 -1.11907
O -0.58187 -3.03676 -0.15021
O 0.23020 -3.31285 4.21244
O 3.04163 -3.00895 0.28516
N -5.09936 -1.17722 3.50433
N 0.76575 3.27141 -2.93256
N 1.56455 1.42275 -4.46201
N 2.90105 0.09760 -3.15619
N 3.00397 0.07342 0.76895
N -2.97238 1.69960 -1.55990
N -1.79756 -0.53678 2.27551
N -1.37505 -3.51164 -2.20213
N -1.36030 -0.84965 1.10520
N -2.38738 -1.10661 0.31468
N 4.28630 -1.27517 -2.00077
N 2.37586 -2.19436 -2.92396
N 2.19113 1.88410 0.03802
N 0.44524 -2.98872 -3.86534
N 1.05098 -1.90966 1.87434
N 0.87005 -0.73461 -4.03187
N 3.17566 1.00613 -0.08432
C 0.25552 1.86186 -4.86643
C 1.80851 -5.03331 3.75709
C 3.31209 4.54385 0.76121
C -3.97685 2.38247 -2.18541
C -4.50309 1.18748 3.35780
C -1.29204 -2.74744 -1.09867
C -0.83964 -2.83113 -4.48987
C -5.98756 3.29773 -3.82367
C 2.07089 4.33943 -0.11582
C 3.14575 -1.13138 -2.69146
C 2.77874 -4.39477 0.26881
C -2.26772 3.55124 1.41753
C 2.93045 -5.02126 1.66042
C -5.34231 2.13624 -4.18061
C 1.90943 3.71197 -3.69909
C 1.77679 0.23213 -3.84971
C 2.43980 -0.87770 3.60554
C -3.45006 0.53965 -3.41015
C 2.54927 2.47519 -4.36890
C -4.31930 1.66483 -3.35771
C -3.53919 -0.94406 0.99547
C 0.68503 -4.28417 -3.28489
C -2.20036 -1.50610 -1.05384
C 3.98645 0.02400 5.34780
C -3.39624 2.14368 3.01968
C -1.10282 -2.89653 4.47162
C -0.48358 -4.64922 -2.33397
C 0.43579 -4.70720 4.33268
C 1.25142 -1.93562 -3.58697
C 1.38699 -0.62215 2.52574
C 1.77935 1.14430 4.98054
C 1.33996 1.49682 1.01082
C -2.63622 0.60496 -2.31326
C -3.97319 -0.25834 3.46297
C 1.87880 0.31607 1.47705
C 4.39105 -2.62383 0.07757
C -1.57658 -0.33672 -1.85314
C -2.42999 2.47501 3.96002
C 2.09769 2.99905 -0.86168
C 3.34813 3.63098 1.96322
C -2.83280 -3.92440 2.74583
C -1.97142 -3.15927 -3.47109
C -4.63188 3.55643 -1.83372
C -5.63603 3.99983 -2.66667
C -2.07128 -3.44287 3.53368
C 0.79244 2.82958 -1.66491
C -0.31637 2.83815 -3.80110
C 2.92995 0.39384 4.30871
C -1.39384 3.33442 3.64419
C 4.73778 -2.50684 -1.41614
C -3.29598 2.68939 1.74568
C -1.31113 3.88315 2.37111
C -3.14241 -0.57654 2.26613
H -4.96376 1.46005 4.30949
H 2.98238 2.91130 -1.49674
H -5.70903 -0.95349 4.28286
H 3.42152 -4.91253 -0.44857
H 4.37760 0.91614 5.82980
H 1.16977 4.40013 0.49660
H 1.05554 1.50811 4.25387
H 1.25930 0.48702 5.67446
H -0.87502 0.18635 -1.19989
H 2.90279 2.73145 -5.37367
H 0.46342 -0.22386 2.95336
H 0.34158 2.36115 -5.83599
H 0.38533 -5.01278 5.38634
H -4.04606 2.44510 1.00708
H -1.06293 2.34408 -3.18266
H 4.69945 -0.41275 -1.67966
H 4.22369 4.37514 0.18621
H -3.19062 -1.75253 -1.44913
H -2.49066 2.06701 4.95805
H 0.76957 -5.02913 -4.08308
H 1.53237 4.40455 -4.45662
H 2.62513 4.25219 -3.08321
H -0.33076 -5.24595 3.76251
H 1.73311 -4.49480 -0.03096
H 0.85024 -2.63732 2.58451
H -1.01557 -0.71101 -2.70909
H 3.01215 -6.11420 1.57870
H 0.46027 2.03932 1.27910
H -5.27151 1.20671 2.58432
H 3.83591 -4.64231 2.15704
H -1.09031 -1.80570 4.37514
H 2.02504 5.14259 -0.85294
H 0.28988 4.88510 2.74801
H -2.18719 3.99410 0.43648
H 0.19560 -1.79083 1.28453
H 4.47850 -1.63743 0.54183
H 1.63025 -4.21892 -2.74792
H 2.58906 -4.47027 4.28968
H -2.65062 -2.31823 -3.36890
H 1.83225 -2.24244 1.27207
H 3.30715 5.57010 1.13239
H 4.81741 -0.49670 4.87957
H 5.07139 -3.33181 0.56440
H -4.36398 4.10252 -0.94177
H 3.40380 1.03608 3.55990
H -0.12088 -4.90961 -1.34021
H 3.56017 -0.61994 6.11431
H -4.77405 -2.13110 3.62134
H -2.42083 2.03063 -0.78416
H -0.65665 3.59775 4.39135
H -5.61671 1.59738 -5.07498
H -0.38439 0.98766 -4.97007
H -1.06310 -5.48607 -2.73240
H 2.01822 -1.56076 4.34521
H 3.29821 -1.35746 3.13240
H 4.26675 -3.31748 -1.97562
H -6.16543 4.90856 -2.42324
H 2.00682 -6.10703 3.87420
H -3.52504 -4.32720 2.06776
H -2.54686 -4.02393 -3.81760
H -0.77145 3.71068 -4.27631
H -0.90898 -1.80493 -4.84927
H -3.43243 -0.20608 -4.18139
H -1.39513 -3.17630 5.49534
H 2.40887 3.26160 3.58096
H -3.31279 -0.32680 4.34698
H -0.90179 -3.51168 -5.34568
H 5.82364 -2.56773 -1.53405
H 2.16228 1.98750 5.55356
H -4.50747 -1.08824 0.56915
H -6.78252 3.68139 -4.44518
H 3.38132 2.07895 -3.78592
*
```

Calculated values
Frontier orbital gap = 8.448 eV

These are the natural (NBO) partial charges, in e, on atoms 1 to 5: -0.68 -0.58 -0.56 -0.72 -0.67

(3)
ORCA calculation (ωB97M-V/def2-TZVPD) on 13 unconnected molecules or ions with the total composition C53H73IN13O8P4S.

The geometry in ORCA input format:
```
! RIJCOSX wB97M-V def2-TZVPD def2/J DEFGRID3
* xyz -1 1
I 5.09251 3.37210 -6.30151
S 2.15193 -3.01704 -0.71444
P 4.10099 0.47651 -4.09830
P 5.01154 -1.14512 -1.03995
P 1.85089 -1.92110 -2.29577
P 3.40337 2.56230 -4.66977
O 5.82092 0.77487 -4.59987
O 0.27397 -1.81947 -2.61843
O 6.38563 -0.59380 -0.90873
O 2.47842 0.19827 -3.56632
O 2.45650 -2.50326 -3.63841
O 7.54906 -0.42240 -4.79036
O 3.61952 3.55488 -3.36907
O 4.47326 0.96622 -2.51133
N 0.39984 4.18724 7.87553
N -2.02594 -3.38936 0.42145
N 8.59003 -2.56533 -0.78631
N -6.36344 5.35649 -4.63439
N 5.97136 6.90745 -6.59039
N -1.42425 3.57693 -5.95720
N -7.65312 -3.95479 5.65773
N -3.74935 -10.51369 7.15391
N -0.71639 1.69834 4.51892
N 1.08736 7.29160 -7.79234
N -1.79983 -5.08341 5.07247
N 6.39617 -0.35933 -5.05591
N 1.83319 -5.85554 4.45102
C 0.64993 1.71172 4.60460
C -2.20645 4.68687 -5.78849
C -7.38197 -3.41067 4.43246
C -2.11297 2.63094 -6.66363
C 10.28207 -3.82082 -0.10183
C 1.22589 8.42569 -8.54455
C -7.15152 6.45965 -4.45754
C -8.28929 4.91176 -5.62540
C -0.61802 3.45947 7.32516
C -2.47693 -9.44343 5.69664
C -2.93157 -10.67993 6.07029
C 4.95550 7.79406 -6.76221
C 1.45365 0.08815 0.81680
C 0.75025 -5.95412 2.52138
C -2.23274 -2.52378 1.46066
C -3.04152 -8.49222 6.59119
C -3.17971 -4.07246 0.15030
C -8.08568 -2.24088 4.33010
C -3.97556 -4.98907 5.44480
C -0.10859 6.97494 -9.62565
C 8.05543 -3.54131 -0.00087
C -1.43500 4.77871 8.95743
C 9.07764 -4.34436 0.44081
C 2.39372 -0.17215 -2.19749
C -3.00453 -5.59598 4.69291
C -8.52351 -3.14908 6.33999
C 6.90938 8.82765 -7.14998
C -3.35047 3.14092 -6.95457
C -8.81104 -2.07433 5.54236
C -1.77254 3.80308 7.97790
C 0.81687 -6.48649 3.78080
C 1.76019 -4.96110 2.42706
C 3.80686 0.15955 -1.58001
C 0.28548 6.39929 -8.44791
C -3.40980 4.44900 -6.39860
C -3.32809 -4.06872 6.31273
C 5.49730 9.00386 -7.11293
C 1.30346 0.75389 -1.63577
C -4.13670 -3.64129 1.03028
C 0.78687 0.53667 -0.23718
C 9.94144 -2.72285 -0.85269
C 1.02907 0.65226 5.38600
C -7.04727 4.40857 -5.34208
C -1.21503 0.64301 5.23191
C -1.98364 -4.15201 6.05540
C 2.41522 -4.92894 3.62856
C -8.35565 6.21649 -5.06308
C -3.53463 -2.65771 1.86353
C 7.16712 7.51861 -6.82369
C -0.15574 -0.02438 5.78628
C -0.08582 4.99443 8.86811
C 0.49202 8.26427 -9.68832
C -3.81949 -9.18456 7.47896
H -6.59218 3.46304 -5.58230
H 2.36234 -0.49409 0.73603
H 0.39962 8.98482 -10.48353
H 1.51751 7.13280 -6.90050
H -8.86117 -3.40732 7.32880
H -3.07039 -6.34484 3.92201
H -1.43707 -1.89505 1.82397
H 1.95788 -4.33496 1.57584
H 0.46845 0.68188 -2.33145
H -0.42915 2.76624 6.52187
H -6.71371 -3.89880 3.74372
H 4.94928 9.90771 -7.32154
H 2.04227 0.39020 5.64091
H -1.81317 -9.24269 4.87175
H 4.52696 -1.60564 0.19559
H -3.22047 -4.80293 -0.63929
H -0.74944 6.52118 -10.36263
H -5.42170 5.25352 -4.30114
H -7.26934 -4.81366 6.00540
H -2.74403 -11.65706 5.65965
H 2.10207 -6.03859 5.39983
H 8.97296 -5.20512 1.08061
H -1.26734 2.35946 4.00280
H 1.83462 9.24566 -8.20403
H -2.10516 5.26412 9.64708
H 0.56487 5.64866 9.42233
H -4.22608 -11.25235 7.63549
H 4.55923 3.60699 -3.14425
H 3.23428 -4.31959 3.96970
H -5.03199 -5.18386 5.37749
H 2.19506 -3.42896 -3.74471
H -0.19740 -1.91869 -1.77898
H 10.54811 -2.04407 -1.42704
H -2.75118 3.39997 7.77682
H -0.25684 0.80909 -0.10396
H -1.14780 -3.62613 6.48404
H 3.93642 7.47718 -6.62603
H -1.66551 1.68063 -6.89810
H -2.27384 0.45713 5.28422
H 1.23056 2.46893 4.10573
H -9.19020 6.89640 -5.09986
H -9.06365 4.40288 -6.17441
H 0.06607 5.43784 -8.01534
H 1.72288 1.75966 -1.72373
H -2.89191 -7.42581 6.58073
H -4.00369 -2.11527 2.66740
H -3.79441 -3.42085 7.03626
H -8.08084 -1.57722 3.48191
H 11.27925 -4.20333 0.04121
H 4.43292 -0.88220 -3.83267
H 6.99485 -3.58472 0.18117
H 3.64793 0.80957 -0.71651
H -5.15447 -3.99199 1.07406
H -1.83948 5.54637 -5.25397
H 5.80586 5.94688 -6.32623
H 1.10581 0.30293 1.82043
H -6.79083 7.31948 -3.91988
H -1.15445 -3.50695 -0.06362
H -0.91163 -5.35387 4.67808
H -4.12624 2.63555 -7.50513
H 1.36026 4.13168 7.59197
H 8.09366 6.97749 -6.73968
H 0.04548 -6.23401 1.75590
H -4.41504 -8.84667 8.30945
H 4.91514 -2.21990 -1.93519
H 0.23047 -7.25529 4.25752
H -4.23891 5.13554 -6.44714
H 8.05000 -1.83292 -1.23111
H -9.46682 -1.25897 5.79775
H -0.48473 3.46964 -5.61591
H 3.76438 0.12181 -5.45400
H -0.22187 -0.90234 6.40615
H 7.64866 9.57331 -7.39096
*
```

Calculated values
Frontier orbital gap = 7.366 eV

These are the Löwdin partial charges, in e, on atoms 1 to 5: 0.42 0.33 0.39 0.71 0.27